Entry 1:
4 unconnected molecules or ions with the total composition C31H71Cl2O7P2S. Source: the Open Molecules 2025 dataset; level of theory: ωB97M-V with the def2-TZVPD basis set.

Each line ends with the Löwdin charge.
Positions of all 114 atoms, in Å:
C: -6.12863 4.99915 2.12783  -0.14
C: -5.60122 5.78130 0.92162  -0.43
P: -6.32220 5.35486 -0.71593  0.88
C: -7.81169 4.29500 -0.49698  -0.46
C: -9.06584 5.05156 -0.94122  -0.15
P: -4.91030 4.00226 -1.66060  0.50
S: -5.76433 3.83807 -3.54745  0.58
C: -3.27432 4.76694 -1.87362  -0.32
C: -2.10261 4.36638 -0.96838  -0.27
C: -2.05184 5.08578 0.37397  -0.22
C: -0.65308 5.15518 1.02112  -0.19
C: 0.34093 4.09277 0.58734  -0.21
C: -0.10755 2.65413 0.88341  -0.19
C: 1.00435 1.80801 1.50413  -0.20
C: 2.03724 1.34993 0.47475  -0.19
C: 1.60283 0.17233 -0.39993  -0.18
C: 0.81582 0.51284 -1.67446  -0.19
C: 1.39317 1.65436 -2.48223  -0.23
O: 0.87788 1.61689 -3.80551  -0.18
C: 0.30873 2.81158 -4.27954  -0.12
C: -4.94298 2.29233 -0.95633  -0.87
Cl: -4.11492 2.27166 0.60369  0.73
C: -4.52975 1.15657 -1.88250  -0.81
C: -4.90844 -0.20823 -1.32616  -0.11
Cl: -2.78496 1.22481 -2.21641  0.73
H: -5.79763 5.50825 3.02997  0.08
H: -5.74213 3.98478 2.14543  0.04
H: -7.21383 5.00154 2.14764  0.06
H: -4.51925 5.72742 0.89396  0.03
H: -5.84818 6.83386 1.05104  0.08
H: -7.68981 3.42696 -1.14842  0.05
H: -7.90521 3.90508 0.51214  0.07
H: -8.89290 5.56516 -1.88241  0.06
H: -9.39047 5.76461 -0.18910  0.08
H: -9.87459 4.34189 -1.09850  0.08
H: -4.69134 3.27469 -4.12265  -0.13
H: -3.00524 4.61860 -2.91655  0.08
H: -3.44938 5.83860 -1.75487  0.10
H: -1.20488 4.64402 -1.52223  0.12
H: -2.03912 3.29152 -0.82655  0.02
H: -2.75269 4.65671 1.08869  0.07
H: -2.37731 6.11532 0.20727  0.11
H: -0.23992 6.14639 0.84273  0.11
H: -0.78111 5.07333 2.10072  0.12
H: 0.58724 4.23231 -0.46660  0.09
H: 1.27034 4.28835 1.12366  0.12
H: -1.00852 2.65136 1.50054  0.11
H: -0.39419 2.18146 -0.05730  0.07
H: 0.55388 0.90970 1.92932  0.11
H: 1.48359 2.38055 2.29636  0.10
H: 2.91797 1.02938 1.03334  0.11
H: 2.36936 2.19921 -0.12285  0.11
H: 2.49523 -0.37195 -0.70981  0.10
H: 1.00510 -0.53409 0.17546  0.11
H: -0.22595 0.72737 -1.42858  0.05
H: 0.80511 -0.36488 -2.32021  0.12
H: 1.14032 2.60768 -2.01204  0.10
H: 2.48250 1.58335 -2.52901  0.13
H: -0.76835 2.83738 -4.08519  0.06
H: 0.77439 3.69482 -3.83848  0.09
H: 0.45898 2.86269 -5.35519  0.09
H: -5.99308 2.12224 -0.71648  0.07
H: -5.04179 1.28498 -2.82971  0.06
H: -5.99015 -0.31871 -1.29228  0.09
H: -4.47748 -0.36810 -0.34274  0.07
H: -4.51213 -0.97391 -1.98659  0.08
C: 6.42454 -4.24262 -2.27373  -0.10
O: 5.41968 -5.22094 -2.07545  -0.21
C: 4.66923 -5.03205 -0.88487  -0.20
C: 3.32906 -4.39130 -1.16157  -0.20
O: 3.45812 -3.06756 -1.65994  -0.20
C: 3.30417 -2.97634 -3.06466  -0.11
H: 6.78033 -4.34279 -3.29789  0.09
H: 6.03787 -3.23103 -2.12879  0.08
H: 7.26543 -4.40664 -1.59142  0.09
H: 5.23507 -4.42850 -0.16838  0.13
H: 4.50028 -6.01817 -0.44093  0.12
H: 2.76611 -4.33650 -0.22458  0.13
H: 2.75750 -5.00839 -1.86234  0.13
H: 2.25111 -3.08471 -3.34871  0.09
H: 3.89543 -3.73293 -3.58498  0.08
H: 3.64817 -1.98875 -3.36924  0.09
C: 3.40763 1.40821 4.66395  -0.10
O: 2.13101 2.01071 4.79020  -0.21
C: 1.09570 1.08975 5.09196  -0.22
C: 0.72985 1.10457 6.55937  -0.21
O: 1.78972 0.64034 7.37321  -0.19
C: 2.52651 1.67517 8.00060  -0.11
H: 4.14676 2.20731 4.65586  0.09
H: 3.61946 0.73562 5.49748  0.09
H: 3.48070 0.84930 3.72378  0.08
H: 1.38136 0.07828 4.78599  0.13
H: 0.21918 1.38585 4.50482  0.12
H: -0.12138 0.43374 6.71481  0.13
H: 0.42501 2.11252 6.85919  0.13
H: 1.95268 2.11594 8.82258  0.09
H: 2.80277 2.46014 7.29290  0.08
H: 3.43246 1.22955 8.40657  0.09
C: 5.29134 -11.58800 -1.45143  -0.11
O: 3.93252 -11.43667 -1.81982  -0.19
C: 3.12055 -10.89407 -0.79401  -0.21
C: 2.86136 -9.41795 -0.99783  -0.21
O: 4.04604 -8.64811 -0.88753  -0.20
C: 4.60872 -8.28257 -2.13968  -0.11
H: 5.85369 -11.79657 -2.35981  0.09
H: 5.68721 -10.68116 -0.98841  0.08
H: 5.41463 -12.42852 -0.76004  0.09
H: 3.57757 -11.06066 0.18664  0.13
H: 2.16432 -11.42617 -0.81654  0.13
H: 2.17031 -9.07254 -0.22170  0.12
H: 2.38700 -9.25396 -1.97079  0.13
H: 4.02165 -7.48756 -2.60845  0.08
H: 4.66852 -9.13695 -2.81784  0.09
H: 5.60940 -7.90274 -1.95315  0.09

The net charge is +1. As for the LUMO energy: -2.763 eV. The calculation puts the orbital gap at 0.2705 Eh. As for the total energy: -102079.30388 eV.

---

Entry 2:
2 unconnected molecules or ions with the total composition C3H3BrCl2. Source: the Open Molecules 2025 dataset; level of theory: ωB97M-V with the def2-TZVPD basis set.

Each line ends with the Löwdin charge.
Positions of all 9 atoms, in Å:
C: -1.05968 0.06328 0.06976  -0.22
C: -0.50905 -1.09991 0.17609  -1.11
C: -1.33007 1.29906 -0.03827  0.03
Cl: 0.76956 -1.81190 -0.86288  0.58
Cl: -1.08036 -2.18045 1.35196  0.65
Br: 3.84486 0.07097 0.04735  0.18
H: 2.42379 -0.21049 -0.56732  -0.27
H: -2.21327 1.68224 -0.54546  0.07
H: -0.84578 2.18720 0.36878  0.08

As for the SMILES: C=C=C(Cl)Cl.Br. As for the LUMO energy: 0.206 eV. The calculation puts the orbital gap at 0.3683 Eh. As for the total energy: -98244.47758 eV.